{"formula": "C21H49INO2P", "method": "the ωB97M-V functional and the def2-TZVPD basis", "symbols": ["C", "C", "C", "C", "C", "C", "I", "O", "C", "C", "O", "C", "P", "N", "H", "H", "H", "H", "H", "H", "H", "H", "H", "H", "H", "H", "H", "H", "H", "H", "H", "H", "H", "H", "H", "C", "C", "C", "C", "C", "C", "H", "H", "H", "H", "H", "H", "H", "H", "H", "H", "H", "H", "H", "H", "C", "C", "C", "C", "C", "C", "H", "H", "H", "H", "H", "H", "H", "H", "H", "H", "H", "H", "H", "H"], "coordinates": [[1.0444, -0.8648, 1.9060], [0.2893, -2.1801, 1.9888], [0.7809, -3.1673, 0.9351], [1.7720, -4.1920, 1.4890], [2.5276, -4.9049, 0.3713], [3.8927, -4.3495, 0.0635], [5.1922, -4.3810, 1.8158], [4.4986, -5.1678, -0.8903], [5.3783, -4.4761, -1.7552], [4.6410, -3.6505, -2.8062], [5.4723, -2.6554, -3.3636], [5.3663, -1.3720, -2.7631], [6.6995, -1.0604, -1.5257], [7.1292, 0.4569, -1.4144], [2.1155, -1.0226, 1.9788], [0.7359, -0.2168, 2.7144], [0.8528, -0.3990, 0.9484], [-0.7555, -1.9679, 1.7884], [0.3716, -2.5962, 2.9845], [-0.0674, -3.7132, 0.5376], [1.2353, -2.6417, 0.0977], [1.2000, -4.9405, 2.0234], [2.4354, -3.7371, 2.2140], [1.9644, -4.8713, -0.5556], [2.6847, -5.9471, 0.6178], [3.8490, -3.3293, -0.2896], [5.9544, -5.2260, -2.2801], [6.0970, -3.8743, -1.1995], [3.7115, -3.2431, -2.4097], [4.3658, -4.3195, -3.6118], [5.5106, -0.6141, -3.5243], [4.3981, -1.2133, -2.3000], [7.7279, -1.9355, -1.9262], [6.2175, -1.6102, -0.3172], [6.9700, 0.7525, -0.4553], [-2.2092, 5.0682, 0.9455], [-1.1334, 4.9861, -0.1339], [-0.8260, 3.5562, -0.5734], [-0.2782, 2.6455, 0.5254], [1.0017, 3.1349, 1.1992], [2.1839, 3.2505, 0.2410], [-1.9020, 4.5622, 1.8620], [-2.4208, 6.1073, 1.2016], [-3.1404, 4.6123, 0.6015], [-0.2225, 5.4792, 0.2160], [-1.4676, 5.5507, -1.0081], [-0.1200, 3.5858, -1.4081], [-1.7405, 3.1041, -0.9710], [-0.0944, 1.6567, 0.0926], [-1.0451, 2.4975, 1.2919], [1.2628, 2.4312, 1.9943], [0.8315, 4.0973, 1.6891], [2.3974, 2.2887, -0.2307], [3.0821, 3.5677, 0.7722], [1.9959, 3.9805, -0.5474], [-7.9121, 2.4120, 0.6115], [-6.8387, 2.3051, -0.4677], [-6.5567, 0.8688, -0.9062], [-6.0263, -0.0481, 0.1971], [-4.7436, 0.4360, 0.8704], [-3.5598, 0.5473, -0.0858], [-7.6152, 1.9022, 1.5291], [-8.1014, 3.4560, 0.8649], [-8.8524, 1.9752, 0.2693], [-5.9182, 2.7807, -0.1178], [-7.1605, 2.8751, -1.3431], [-5.8480, 0.8863, -1.7390], [-7.4773, 0.4326, -1.3062], [-5.8502, -1.0398, -0.2314], [-6.7969, -0.1854, 0.9608], [-4.4871, -0.2649, 1.6692], [-4.9125, 1.4008, 1.3565], [-3.3457, -0.4159, -0.5543], [-2.6656, 0.8672, 0.4516], [-3.7461, 1.2774, -0.8752]], "e_lumo_ha": 0.016, "e_homo_ev": -8.79}

***

{"formula": "C4H6O2", "method": "the ωB97M-V functional and the def2-TZVPD basis", "symbols": ["O", "C", "C", "C", "H", "H", "H", "H", "C", "O", "H", "H"], "coordinates": [[0.9222, -0.7790, -0.9720], [-0.4707, -0.9313, -1.0692], [-1.4073, -0.3946, -0.0478], [-1.3847, 0.2267, -1.1929], [1.0992, 0.1468, -0.7338], [-0.6688, -1.8761, -1.5768], [-1.7915, -0.4421, 0.9625], [-1.7197, 1.0590, -1.7964], [1.3536, 0.7367, 1.6162], [1.2184, 1.5164, 0.7013], [1.3318, 1.0756, 2.6675], [1.4933, -0.3428, 1.4324]], "e_lumo_ha": 0.017, "relative_energy_kcal_mol": 89.9, "e_homo_ev": -9.37}

***

{"formula": "C23H48N2O10PS4", "method": "the ωB97M-V functional and the def2-TZVPD basis", "symbols": ["C", "C", "O", "C", "C", "N", "C", "P", "N", "O", "C", "C", "H", "H", "H", "H", "H", "H", "H", "H", "H", "H", "H", "H", "H", "H", "H", "H", "C", "C", "C", "S", "O", "O", "C", "H", "H", "H", "H", "H", "H", "H", "H", "C", "C", "C", "S", "O", "O", "C", "H", "H", "H", "H", "H", "H", "H", "H", "C", "C", "C", "S", "O", "O", "C", "H", "H", "H", "H", "H", "H", "H", "H", "C", "C", "C", "S", "O", "O", "C", "H", "H", "H", "H", "H", "H", "H", "H"], "coordinates": [[0.7890, 0.0290, 2.1936], [0.4898, -1.4029, 1.7722], [1.6690, -2.1421, 1.5358], [-0.3488, -2.1603, 2.8346], [-1.7236, -2.3699, 2.3171], [-2.4642, -1.3520, 2.0720], [-3.7793, -1.6818, 1.5053], [-5.4076, -0.9986, 2.2312], [-5.8978, 0.1226, 1.0208], [-4.9849, 0.0435, 3.4378], [-3.6847, -3.1922, 1.2683], [-2.4159, -3.6330, 2.0160], [1.7409, 0.3444, 1.7934], [0.0361, 0.7091, 1.8091], [0.8105, 0.1581, 3.2688], [-0.0701, -1.3455, 0.8413], [1.7295, -2.3160, 0.5840], [0.0995, -3.1237, 3.0329], [-0.4181, -1.5794, 3.7433], [-2.1933, -0.3928, 2.2510], [-3.7445, -1.2428, 0.5104], [-5.7589, -0.3789, 0.1415], [-5.1804, 0.8533, 1.0039], [-4.0648, -0.0341, 3.7286], [-3.4981, -3.3125, 0.2106], [-4.5829, -3.7451, 1.4971], [-1.7540, -4.2910, 1.4656], [-2.6162, -4.0695, 2.9937], [3.9984, 4.4637, 2.8487], [4.2469, 3.1159, 3.5398], [3.0889, 2.8835, 4.5196], [1.6761, 3.7621, 3.8401], [1.3195, 4.8301, 4.7326], [0.6837, 2.8117, 3.3870], [2.5317, 4.4530, 2.4288], [4.6557, 4.6076, 1.9932], [4.1772, 5.2795, 3.5512], [4.2637, 2.3202, 2.7917], [5.2044, 3.0976, 4.0565], [2.8341, 1.8314, 4.6190], [3.2956, 3.3074, 5.4998], [2.1293, 5.4400, 2.2136], [2.3656, 3.7860, 1.5825], [4.2705, -6.7197, 1.3619], [4.3069, -6.8817, -0.1640], [2.8589, -6.8110, -0.6673], [1.9713, -5.7946, 0.5167], [0.9774, -6.6011, 1.1782], [1.6021, -4.5375, -0.0943], [3.3436, -5.5382, 1.6338], [5.2625, -6.5488, 1.7752], [3.8657, -7.6234, 1.8214], [4.8901, -6.0701, -0.6029], [4.7764, -7.8177, -0.4596], [2.7817, -6.3530, -1.6498], [2.3843, -7.7899, -0.6778], [2.9732, -5.4961, 2.6551], [3.8135, -4.5921, 1.3666], [-0.9644, 2.5090, -0.6335], [-1.5101, 3.3554, -1.7923], [-2.7339, 2.6276, -2.3648], [-3.4271, 1.6844, -1.0053], [-3.3010, 0.2669, -1.2871], [-4.6856, 2.2515, -0.5978], [-2.1784, 2.1259, 0.2026], [-0.2299, 3.0517, -0.0398], [-0.4826, 1.6089, -1.0263], [-1.8079, 4.3363, -1.4192], [-0.7615, 3.5155, -2.5623], [-3.4824, 3.3181, -2.7361], [-2.4611, 1.9239, -3.1453], [-2.0003, 1.2825, 0.8666], [-2.5556, 2.9762, 0.7698], [0.3094, 3.8281, -7.0392], [0.7457, 2.4679, -6.4780], [-0.2568, 2.0815, -5.3823], [-1.8106, 2.8758, -5.8254], [-2.1283, 3.8654, -4.8216], [-2.7678, 1.8731, -6.2095], [-1.1936, 3.7173, -7.2763], [0.8386, 4.0753, -7.9572], [0.5148, 4.6149, -6.3102], [0.7254, 1.7220, -7.2739], [1.7608, 2.4991, -6.0856], [-0.4174, 1.0076, -5.3272], [0.0460, 2.4620, -4.4083], [-1.6943, 4.6774, -7.3742], [-1.4152, 3.0880, -8.1374]], "total_charge": 1, "e_lumo_ha": -0.114, "e_homo_ev": -11.12}

***

{"formula": "H3N3O2", "method": "the ωB97M-V functional and the def2-TZVPD basis", "symbols": ["N", "N", "N", "O", "O", "H", "H", "H"], "coordinates": [[-0.1971, 0.5124, -0.5753], [1.2285, 0.3508, 1.1072], [0.2227, -0.2870, 0.2526], [0.0236, -1.4853, 0.4549], [-1.6194, -0.5271, -1.7098], [1.1506, 1.3524, 0.9540], [0.9460, 0.1112, 2.0384], [-1.7550, -0.0274, -2.5222]], "e_lumo_ha": -0.081, "relative_energy_kcal_mol": 76.6, "e_homo_ev": -10.86}